1.
This record from the Open Molecules 2025 dataset describes a molecular structure, C3H5NO2. The level of theory is wB97M-V/def2-TZVPD.

Calculated values
E_tot	-8774.508	eV
net charge	0
E_HOMO	-9.9717	eV
Kohn-Sham gap	0.366	Eh

The geometry in XYZ format:
```
11
Properties=species:S:1:pos:R:3:forces:R:3:mulliken_charge:R:1
C -0.516786 0.739686 1.334715 1.024 0.210 -0.441 -0.4416
N 0.264673 -0.021173 -0.272689 -0.730 0.135 0.554 -0.1286
C -0.754746 -0.859279 -0.536054 -0.414 -0.215 0.081 0.0967
O -1.717322 -0.852433 0.207735 -0.624 -0.993 -0.566 -0.5397
C 1.412254 -0.016648 -1.124252 -0.232 0.296 0.491 0.1605
O 2.392380 0.671350 -1.013000 -0.539 -0.085 0.303 -0.4876
H -0.103050 1.704996 1.125543 0.450 0.304 0.358 0.2739
H -0.009318 0.117687 2.066968 0.193 0.269 -0.249 0.2839
H -1.601426 0.801985 1.587398 1.015 -0.355 -1.157 0.2752
H -0.720746 -1.538840 -1.399082 0.265 0.158 -0.023 0.3100
H 1.354086 -0.747332 -1.977282 -0.408 0.276 0.649 0.1972
```
Forces are in eV/Å.



2.
This record from the Open Molecules 2025 dataset describes a molecular structure, C3H5NO2. The level of theory is wB97M-V/def2-TZVPD.

Calculated values
E_tot	-8775.850	eV
net charge	0
E_HOMO	-10.3689	eV
Kohn-Sham gap	0.414	Eh

The geometry in XYZ format:
```
11
Properties=species:S:1:pos:R:3:forces:R:3:mulliken_charge:R:1
O 0.327390 1.295586 1.242227 -0.203 0.139 -0.005 -0.5452
C 0.487111 0.564906 0.062061 0.138 -0.134 -0.206 0.3206
C 0.970824 -0.876433 0.266046 0.316 -0.024 0.153 -0.4115
O -0.204776 -1.378910 -0.436997 -0.120 -0.033 -0.051 -0.3788
C -0.736273 -0.118475 -0.509257 -0.452 0.279 -0.167 0.3088
N -1.852183 0.303290 -0.894818 0.347 -0.255 0.084 -0.6372
H -0.403411 1.909963 1.094366 0.065 0.004 0.120 0.3419
H 1.023000 1.134765 -0.709261 0.047 -0.162 0.144 0.2331
H 1.892788 -1.196529 -0.223305 -0.149 0.100 0.026 0.2452
H 0.950287 -1.179810 1.315590 0.025 0.045 -0.141 0.2420
H -2.454762 -0.458358 -1.206656 -0.013 0.040 0.044 0.2812
```
Forces are in eV/Å.